[1]
Density functional theory data (ωB97M-V/def2-TZVPD) for a 2-piece molecular cluster, C20H31F7N3O3S overall at a distorted geometry.

CARTESIAN COORDINATES (ANGSTROEM)
1 C -6.629 0.217 2.473
2 H 5.630 0.427 2.042
3 H 8.106 0.738 1.695
4 C -5.022 -3.019 -6.123
5 C -3.141 -0.065 0.608
6 H 5.966 2.214 1.700
7 H 9.656 -1.430 2.270
8 F -6.401 1.275 0.266
9 C 8.084 0.540 0.599
10 O -3.069 -0.534 -4.365
11 C -3.312 1.041 -0.282
12 H 1.914 2.720 0.417
13 H 2.861 0.734 2.289
14 F -6.735 -2.204 0.534
15 H -3.648 -1.439 -6.487
16 H 0.058 0.379 2.819
17 H 8.792 1.203 0.045
18 F -7.599 1.078 2.883
19 C -1.890 -0.035 1.359
20 H -0.042 3.188 2.259
21 C 2.048 2.701 1.529
22 O -4.214 -1.874 2.206
23 H 6.198 -0.027 -0.512
24 H 3.838 2.153 2.770
25 C 4.197 1.418 0.711
26 C 8.560 -0.956 0.386
27 C -2.309 2.080 -0.408
28 N -4.133 -1.933 -5.753
29 H 1.018 2.309 3.390
30 H -4.244 -3.188 -3.292
31 O -3.786 -2.533 0.001
32 H 7.848 -1.437 2.416
33 H 9.574 -0.910 -0.080
34 H 2.423 3.725 1.791
35 C 0.730 2.392 2.310
36 H -5.796 -2.625 -6.783
37 C 3.230 1.727 1.933
38 C -4.520 -2.133 -3.338
39 C 5.662 1.229 1.260
40 F -8.084 -0.053 0.645
41 H -4.446 -3.772 -6.663
42 H -5.489 -3.477 -5.256
43 H -4.192 -1.652 -2.424
44 F -6.855 -0.930 3.106
45 H 6.683 1.735 -0.582
46 H 3.922 0.481 0.173
47 F -6.036 -1.013 -1.124
48 C 0.228 0.967 1.884
49 H 0.953 0.382 1.276
50 H 4.092 2.276 0.008
51 C 8.708 -1.724 1.763
52 N -1.190 2.007 0.300
53 H 8.744 -2.819 1.563
54 S -4.288 -1.451 0.825
55 C -6.014 -1.093 0.230
56 F -5.446 0.800 2.798
57 C -6.753 0.125 0.909
58 H -5.603 -2.031 -3.418
59 C 6.618 0.828 0.075
60 N -1.078 0.999 1.111
61 H -4.227 1.118 -0.904
62 C -3.849 -1.468 -4.512
63 H -1.626 -0.831 2.083
64 H 7.830 -1.458 -0.291
65 H -2.505 2.908 -1.116

Atoms 1-6, force components in eV/Å:
-1.1 1.8 0.7
0.2 0.7 -0.5
0.2 0.2 -0.8
0.2 0.2 -0.4
1.3 2.8 -0.6
0.0 -1.0 -0.2

charge	+1
max |F|	5.4	eV/A
HOMO-LUMO gap	6.29	eV

[2]
Density functional theory data (ωB97M-V/def2-TZVPD) for C20H31FN8O2Ta as an isolated structure.

CARTESIAN COORDINATES (ANGSTROEM)
1 H 0.886 2.310 2.449
2 H 3.059 2.261 3.054
3 H -1.110 3.055 -4.041
4 H -0.433 -0.997 4.309
5 H -4.769 -2.176 -1.468
6 H 0.799 -2.036 -0.054
7 C -1.091 -2.399 -0.095
8 N -4.159 -0.513 -0.292
9 C 2.748 1.131 -1.112
10 C -2.861 -0.680 -0.090
11 N -0.507 0.037 2.478
12 H -4.297 1.468 -1.037
13 Ta 0.177 0.589 0.360
14 C 2.927 -1.033 -0.100
15 C -0.099 -0.178 -4.186
16 N -0.905 -3.705 -0.275
17 H -0.713 1.206 -5.715
18 H 1.749 -0.564 4.992
19 O -1.061 3.971 -1.536
20 C -0.556 1.803 -2.410
21 C 0.106 -0.353 -2.827
22 C 2.754 1.442 2.402
23 C 2.654 0.147 3.182
24 H 1.131 0.983 4.521
25 H -1.662 -4.345 -0.460
26 C 4.065 1.064 -1.524
27 C -5.060 -1.648 -0.558
28 H -5.790 0.787 -0.401
29 N -0.134 0.618 -1.941
30 N -0.089 -1.563 0.077
31 H 2.675 -0.705 2.499
32 H 2.194 2.023 -1.393
33 H 4.527 1.863 -2.090
34 H 2.550 -1.869 0.484
35 N -2.395 -1.985 -0.104
36 C 0.273 -0.734 3.522
37 H 1.710 2.647 1.126
38 H 4.852 -1.998 -0.285
39 H 3.498 1.346 1.614
40 N 1.467 1.864 1.736
41 C 1.450 0.015 4.118
42 H 0.115 -0.992 -4.864
43 C 2.137 0.093 -0.375
44 C -0.784 2.067 -3.743
45 H 0.014 -4.114 -0.204
46 H -3.095 -2.706 -0.197
47 O -0.327 2.362 -0.133
48 H -1.360 -0.492 2.313
49 F 6.053 -0.153 -1.613
50 H -6.062 -1.262 -0.711
51 H -2.486 1.201 0.115
52 N -2.015 0.304 0.148
53 H 0.497 -1.284 -2.442
54 C -4.719 0.845 -0.245
55 C -0.705 2.860 -1.372
56 H 3.574 0.075 3.763
57 H 0.608 -1.658 3.049
58 H -0.849 0.886 2.936
59 H -4.547 1.304 0.730
60 C 4.801 -0.072 -1.213
61 C 4.248 -1.128 -0.506
62 C -0.556 1.045 -4.656
63 H -5.105 -2.328 0.295

Atoms 1-6, force components in eV/Å:
0.0 0.0 0.0
0.0 0.0 0.0
0.0 0.0 0.0
0.0 0.0 0.0
0.0 0.0 0.0
0.0 0.0 0.0

charge	+3
max |F|	0.6	eV/A
HOMO-LUMO gap	7.44	eV

[3]
Density functional theory data (ωB97M-V/def2-TZVPD) for C20H31N3O in the gas phase.

CARTESIAN COORDINATES (ANGSTROEM)
1 N -3.426 -0.355 -0.335
2 H -3.903 2.122 0.236
3 C -3.079 1.799 0.873
4 C 1.083 -1.843 -0.624
5 N -4.878 -1.318 1.104
6 H -3.256 2.175 1.884
7 C -1.356 -1.479 -1.207
8 H -3.788 -0.733 2.786
9 H -0.170 -0.238 0.089
10 H 1.140 -2.473 -1.516
11 H 0.257 -0.120 -1.612
12 H -4.758 -1.870 -1.991
13 H 0.836 -2.492 0.219
14 H 1.755 0.283 1.013
15 C -1.650 2.899 -0.900
16 C 3.899 0.158 1.157
17 C -1.774 2.349 0.371
18 H -1.663 -2.183 -0.431
19 H 2.348 -1.204 1.759
20 H -1.210 -2.052 -2.125
21 C 2.454 -1.202 -0.390
22 H 5.130 -0.918 -1.065
23 C 4.999 -0.896 1.081
24 H -0.333 3.771 -2.356
25 C -4.389 -1.312 -0.077
26 H -2.046 0.543 -1.566
27 C 3.561 -2.257 -0.458
28 H -2.521 2.977 -1.534
29 H 5.978 -0.426 1.204
30 C -0.431 3.351 -1.368
31 H 3.528 -2.764 -1.425
32 C 2.529 -0.484 0.958
33 C -0.033 -0.819 -0.823
34 H 2.574 3.607 -0.388
35 N -4.768 -2.210 -1.042
36 H -3.045 -0.696 -2.324
37 H 3.388 -3.008 0.317
38 H -2.091 -0.082 1.273
39 H 4.868 -1.614 1.894
40 C -2.483 -0.447 -1.420
41 H -4.908 0.478 2.145
42 H 4.065 0.906 0.376
43 C -0.644 2.295 1.177
44 H 1.448 2.714 1.370
45 H 3.936 0.666 2.124
46 C -3.080 0.261 0.939
47 O 1.885 3.714 -1.055
48 H -0.722 1.892 2.177
49 H -5.615 -2.697 -0.791
50 C 0.697 3.271 -0.559
51 H 2.629 -0.467 -1.184
52 C -4.191 -0.301 1.866
53 C 0.579 2.753 0.725
54 H 5.707 -2.399 -0.295
55 C 4.936 -1.626 -0.256

Atoms 1-6, force components in eV/Å:
-0.3 0.1 -0.1
-0.1 0.0 0.1
0.3 -0.3 0.1
0.1 0.5 -0.1
-0.3 -0.6 -0.2
-0.1 0.0 0.0

charge	0
SMILES string	NC1=NC[C@H](Cc2ccc(O)cc2)N1CCCCC1CCCCC1
max |F|	0.7	eV/A
HOMO-LUMO gap	8.53	eV

[4]
Density functional theory data (ωB97M-V/def2-TZVPD) for C20H31N5O4 in the gas phase.

CARTESIAN COORDINATES (ANGSTROEM)
1 C -8.332 10.059 -4.455
2 C -6.442 7.314 -6.283
3 O -7.245 8.830 -2.686
4 H -9.303 12.023 -3.399
5 C -4.082 7.332 1.105
6 C -5.156 5.370 -2.101
7 N -3.321 6.411 0.390
8 H -5.413 2.621 -2.023
9 N -4.023 5.204 0.456
10 H -7.393 10.435 1.910
11 C -8.134 10.385 -0.663
12 H -7.178 5.586 -5.121
13 C -4.073 4.310 -1.912
14 N -6.875 8.274 -5.313
15 H -7.871 11.003 -4.763
16 C -5.266 6.795 1.439
17 C -5.287 6.435 -5.930
18 C -5.558 10.167 -0.363
19 H -4.240 3.268 -0.028
20 H -3.727 2.207 -2.353
21 H -8.099 9.308 -0.494
22 H -5.729 9.187 -0.808
23 H -6.741 12.037 -0.581
24 C -6.617 10.962 1.349
25 H -6.532 7.679 -7.295
26 H -4.565 6.209 -6.702
27 H -6.908 5.225 -6.891
28 H -10.168 11.778 -1.882
29 C -9.178 11.846 -2.338
30 C -3.684 4.117 -0.428
31 O -6.168 4.570 1.007
32 H -6.052 5.113 -1.533
33 H -9.408 10.201 -4.544
34 H -2.362 6.308 0.708
35 H -4.681 3.051 -3.574
36 C -4.495 2.969 -2.502
37 C -6.678 5.853 -6.042
38 O -8.581 9.057 -6.583
39 H -8.666 12.713 -1.914
40 N -5.438 10.149 1.096
41 N -8.417 10.638 -2.072
42 H -4.868 6.538 -4.937
43 C -5.277 5.405 0.994
44 H -6.583 8.186 -4.348
45 C -3.524 8.700 1.351
46 H -3.167 9.115 0.405
47 H -8.974 10.791 -0.096
48 H -2.685 8.650 2.045
49 H -6.084 7.276 1.948
50 C -4.593 9.583 1.971
51 H -3.183 4.654 -2.449
52 O -4.721 9.708 3.177
53 H -4.818 6.356 -1.777
54 H -4.731 10.667 -0.870
55 C -6.840 11.026 -0.185
56 C -7.951 9.781 -3.009
57 C -7.956 9.049 -5.537
58 H -6.406 11.908 1.848
59 H -5.433 5.434 -3.154
60 H -2.621 3.893 -0.323

Atoms 1-6, force components in eV/Å:
0.0 0.0 0.1
0.0 0.0 0.0
0.0 0.0 0.1
0.0 0.0 0.0
0.0 -0.1 -0.1
-0.1 -0.1 0.1

charge	0
SMILES string	CC(C)Cn1[nH]c(CC(=O)N2CC(CN(C)C(=O)CC(=O)NC3CC3)C2)cc1=O
max |F|	0.4	eV/A
HOMO-LUMO gap	8.94	eV